Record 1
This record from the OMol25 dataset describes C44H52FeN4OP3S2Te as an isolated structure. The level of theory is the ωB97M-V functional and the def2-TZVPD basis.

## Properties
highest occupied orbital energy (alpha / beta)	-11.41 / -12.02	eV
HOMO-LUMO gap (alpha / beta)	7.13 / 6.42	eV
net charge	+2
multiplicity	6

Geometry as XYZ:
```
108
Properties=species:S:1:pos:R:3:mulliken_spin:R:1
Fe -0.93 0.43 0.56 3.75
C -2.45 1.97 2.69 -0.04
C -3.09 0.60 2.48 0.02
N -3.10 0.20 1.06 0.06
C -4.25 0.68 0.28 0.00
C -4.30 2.18 0.04 0.00
S -2.79 2.86 -0.71 0.03
C -2.17 4.04 0.52 0.00
C -1.06 3.54 1.45 0.00
N -1.22 2.14 1.88 0.06
H -2.21 2.10 3.75 0.01
H -3.15 2.76 2.43 0.00
H -4.10 0.60 2.91 0.00
H -2.49 -0.13 3.02 -0.01
H -3.13 -0.81 1.04 0.00
H -5.19 0.39 0.77 0.00
H -4.22 0.17 -0.68 0.00
H -4.53 2.74 0.95 0.00
H -5.11 2.37 -0.66 0.00
H -3.02 4.42 1.07 0.00
H -1.78 4.88 -0.06 0.00
H -1.04 4.20 2.33 0.00
H -0.08 3.63 0.98 0.00
H -0.45 1.95 2.53 0.01
Te 0.48 -1.43 -4.43 0.10
C 2.57 -1.33 -4.58 0.00
C 3.26 -0.21 -4.13 0.02
C 4.64 -0.19 -4.26 0.00
N 5.34 -1.19 -4.80 0.01
C 4.67 -2.24 -5.24 0.00
C 3.29 -2.37 -5.15 0.01
C 0.50 -0.68 -2.51 0.50
P 1.27 -1.60 -1.23 0.19
C 2.40 -2.80 -1.96 0.02
C 1.87 -4.03 -2.35 -0.01
C 2.70 -5.00 -2.91 0.00
C 4.05 -4.74 -3.06 0.00
C 4.59 -3.52 -2.67 0.01
C 3.76 -2.55 -2.12 0.00
C 2.31 -0.50 -0.22 0.03
C 2.98 -1.04 0.88 0.02
C 3.71 -0.23 1.74 0.00
C 3.77 1.14 1.52 0.01
C 3.12 1.69 0.42 -0.02
C 2.41 0.87 -0.45 0.11
P -0.74 0.50 -1.96 -0.02
C -2.32 -0.09 -2.64 0.03
C -3.23 0.72 -3.31 -0.01
C -4.45 0.20 -3.71 0.00
C -4.77 -1.13 -3.46 0.00
C -3.86 -1.95 -2.80 -0.01
C -2.64 -1.43 -2.39 0.01
C -0.33 2.06 -2.82 -0.04
C 0.19 3.12 -2.10 -0.01
C 0.58 4.30 -2.72 0.00
C 0.44 4.42 -4.10 0.01
C -0.09 3.37 -4.83 0.00
C -0.47 2.19 -4.20 -0.01
H 2.74 0.63 -3.70 0.00
H 5.21 0.66 -3.92 0.00
H 5.26 -3.04 -5.68 0.00
H 2.80 -3.27 -5.51 0.00
H 0.82 -4.23 -2.22 0.01
H 2.28 -5.95 -3.22 0.00
H 4.70 -5.50 -3.49 0.00
H 5.64 -3.32 -2.80 0.00
H 4.18 -1.60 -1.83 0.00
H 2.95 -2.11 1.05 0.00
H 4.23 -0.67 2.58 0.00
H 4.33 1.77 2.19 0.00
H 3.21 2.75 0.21 0.00
H 2.01 1.29 -1.36 -0.01
H -3.00 1.75 -3.51 0.00
H -5.16 0.83 -4.24 0.00
H -5.72 -1.53 -3.78 0.00
H -4.10 -2.99 -2.61 0.00
H -1.92 -2.07 -1.88 0.02
H 0.30 3.03 -1.02 0.03
H 0.98 5.11 -2.14 0.00
H 0.73 5.33 -4.60 0.00
H -0.20 3.46 -5.91 0.00
H -0.88 1.38 -4.80 0.01
S 0.73 1.27 4.37 0.00
C 0.12 1.46 5.95 0.00
N 0.92 2.03 6.89 0.00
C 0.58 2.22 8.19 0.00
C -0.65 1.84 8.64 0.00
C -1.53 1.25 7.71 0.00
C -1.16 1.06 6.41 0.00
H 1.83 2.32 6.57 0.00
H 1.33 2.69 8.81 0.00
H -0.92 1.99 9.67 0.00
H -2.51 0.93 8.04 0.00
H -1.83 0.60 5.70 0.00
C 0.86 -2.56 3.42 0.00
P -0.39 -2.62 2.16 0.01
C -1.88 -3.30 2.90 0.01
C 0.13 -3.80 0.92 0.06
O -0.68 -1.25 1.56 0.04
H 0.84 -3.48 4.01 0.00
H 0.68 -1.69 4.06 0.00
H 1.84 -2.45 2.96 0.00
H -1.67 -4.29 3.31 0.00
H -2.66 -3.39 2.15 0.00
H -2.22 -2.66 3.71 0.00
H 0.30 -4.76 1.39 0.00
H 1.05 -3.46 0.44 -0.02
H -0.64 -3.90 0.15 0.00
```

Record 2
This record from the OMol25 dataset describes C44H54N6OTl as an isolated structure in a non-equilibrium geometry. The level of theory is the ωB97M-V functional and the def2-TZVPD basis.

## Properties
highest occupied orbital energy	-2.79	eV
HOMO-LUMO gap	5.11	eV
net charge	-1

Geometry as XYZ:
```
106
Properties=species:S:1:pos:R:3:lowdin_charge:R:1
Tl 1.17 1.34 -0.03 0.93
C 3.88 -5.30 -0.21 -0.10
C 4.34 -3.92 -0.69 -0.21
C 3.61 -2.81 0.00 -0.16
C 3.93 -2.19 1.18 -0.16
C 5.12 -2.46 2.05 -0.21
C 6.20 -1.39 1.90 -0.10
C 2.91 -1.21 1.43 -0.27
N 2.03 -1.20 0.37 0.05
C 2.41 -2.18 -0.46 -0.23
C 1.72 -2.57 -1.67 0.04
C 0.77 -1.82 -2.26 -0.15
C -0.03 -1.93 -3.57 -0.27
C 0.34 -2.95 -4.64 -0.16
C 0.38 -4.42 -4.25 -0.08
C -1.50 -1.79 -3.14 -0.11
C -1.67 -0.55 -2.61 -0.12
C -2.72 0.05 -1.87 0.02
C -2.60 0.86 -0.76 -0.25
N -1.52 1.07 0.06 0.06
C -1.98 1.72 1.16 -0.27
C -1.35 1.95 2.38 0.02
C -0.16 1.43 2.90 -0.27
N 0.66 0.61 2.23 -0.01
C 1.71 0.30 3.04 -0.28
C 2.77 -0.50 2.62 0.06
C 1.53 0.96 4.32 -0.14
C 0.36 1.66 4.23 -0.14
C -0.27 2.55 5.26 -0.20
C -1.28 1.79 6.13 -0.09
C 2.41 0.83 5.52 -0.20
C 2.07 -0.45 6.30 -0.09
C -3.38 2.07 0.99 -0.16
C -3.78 1.50 -0.18 -0.15
C -5.14 1.58 -0.80 -0.20
C -5.18 2.62 -1.92 -0.09
C -4.23 2.81 1.98 -0.20
C -4.80 1.84 3.01 -0.09
N 0.49 -0.55 -1.74 0.03
C -2.58 -2.82 -3.20 -0.19
C -3.48 -2.64 -4.43 -0.09
H 4.37 -6.10 -0.78 0.06
H 2.80 -5.39 -0.34 0.07
H 4.11 -5.43 0.84 0.07
H 4.20 -3.84 -1.77 0.10
H 5.42 -3.82 -0.50 0.10
H 5.56 -3.43 1.79 0.10
H 4.82 -2.51 3.10 0.10
H 6.51 -1.31 0.86 0.07
H 7.07 -1.63 2.51 0.06
H 5.82 -0.42 2.21 0.07
H 2.03 -3.51 -2.10 0.08
H 1.34 -2.68 -5.01 0.11
H -0.36 -2.82 -5.47 0.11
H 1.18 -4.61 -3.54 0.05
H 0.55 -5.03 -5.14 0.07
H -0.55 -4.75 -3.81 0.06
H -3.73 -0.19 -2.18 0.09
H -1.92 2.54 3.08 0.08
H 3.57 -0.63 3.35 0.10
H -0.78 3.37 4.76 0.10
H 0.50 2.98 5.90 0.10
H -2.06 1.37 5.51 0.06
H -1.74 2.46 6.86 0.06
H -0.79 0.98 6.66 0.06
H 2.26 1.69 6.18 0.10
H 3.46 0.80 5.23 0.10
H 1.05 -0.40 6.66 0.06
H 2.73 -0.58 7.15 0.06
H 2.15 -1.31 5.64 0.07
H -5.87 1.85 -0.03 0.10
H -5.43 0.60 -1.20 0.10
H -4.89 3.59 -1.53 0.07
H -6.18 2.70 -2.34 0.06
H -4.49 2.35 -2.71 0.07
H -5.05 3.32 1.47 0.10
H -3.63 3.58 2.48 0.10
H -5.43 1.10 2.52 0.07
H -5.39 2.37 3.76 0.07
H -3.98 1.31 3.51 0.06
H -3.21 -2.71 -2.30 0.11
H -2.18 -3.84 -3.20 0.08
H -3.92 -1.65 -4.42 0.07
H -4.27 -3.38 -4.44 0.06
H -2.90 -2.74 -5.35 0.06
C -1.66 4.67 -0.68 0.02
C -0.25 4.46 -1.18 -0.57
O 0.74 4.64 -0.51 0.00
N -0.21 4.14 -2.51 0.05
C 0.98 3.55 -3.09 -0.14
C 0.81 2.06 -3.22 -0.31
C 1.85 1.28 -3.90 -0.01
C 1.58 0.04 -4.30 0.01
C 0.20 -0.48 -4.05 -0.15
C -0.34 0.13 -2.76 -0.41
N -0.23 1.55 -2.69 0.17
H -1.64 5.13 0.30 0.09
H -2.13 3.69 -0.60 0.06
H -2.23 5.27 -1.37 0.08
H -1.06 3.72 -2.85 0.13
H 1.81 3.74 -2.41 0.12
H 1.18 4.01 -4.06 0.12
H 2.81 1.74 -4.05 0.11
H 2.30 -0.58 -4.81 0.11
H -0.44 -0.26 -4.92 0.17
H 0.00 -0.59 -0.84 0.08
```

Record 3
This record from the OMol25 dataset describes C44H56Cl3CsN10O2S2 as an isolated structure in a non-equilibrium geometry. The level of theory is the ωB97M-V functional and the def2-TZVPD basis.

## Properties
highest occupied orbital energy	-6.75	eV
HOMO-LUMO gap	6.91	eV
net charge	0

Geometry as XYZ:
```
118
Properties=species:S:1:pos:R:3:lowdin_charge:R:1
Cs -0.99 1.14 -0.10 1.70
C 1.05 2.65 1.69 -0.12
N 1.65 3.69 0.89 -0.15
C 3.09 3.73 0.96 -0.05
C 0.98 4.15 -0.21 -0.38
N 0.02 3.45 -0.70 -0.07
C -1.08 3.93 -1.37 -0.32
C -1.69 5.12 -0.97 -0.04
C -2.88 5.55 -1.52 -0.09
C -3.49 4.79 -2.50 -0.09
C -2.91 3.61 -2.91 -0.03
C -1.71 3.15 -2.37 -0.32
N -1.24 1.89 -2.70 -0.03
C -1.20 1.44 -3.91 -0.38
N -1.30 0.11 -4.14 -0.15
C -0.66 -0.55 -5.24 -0.05
C -1.80 -0.77 -3.11 -0.06
N -0.96 2.20 -5.05 -0.16
C -1.83 2.10 -6.20 -0.06
C -0.31 3.48 -4.92 -0.06
N 1.48 5.34 -0.71 -0.16
C 1.82 6.44 0.17 -0.06
C 1.22 5.73 -2.08 -0.05
H 1.45 2.71 2.70 0.10
H 1.22 1.65 1.29 0.01
H -0.03 2.80 1.73 0.05
H 3.42 4.12 1.92 0.09
H 3.50 4.36 0.17 0.09
H 3.50 2.72 0.84 0.08
H -1.23 5.68 -0.17 0.12
H -3.33 6.47 -1.19 0.10
H -4.42 5.11 -2.95 0.10
H -3.40 2.99 -3.65 0.12
H -0.02 0.15 -5.79 0.09
H -1.39 -0.98 -5.94 0.09
H -0.04 -1.37 -4.86 0.09
H -2.40 -0.21 -2.41 0.06
H -1.00 -1.27 -2.56 0.08
H -2.43 -1.54 -3.58 0.10
H -2.42 1.18 -6.15 0.08
H -1.24 2.09 -7.12 0.09
H -2.52 2.95 -6.25 0.09
H 0.40 3.42 -4.10 0.08
H -1.01 4.31 -4.73 0.09
H 0.24 3.69 -5.84 0.09
H 1.88 6.08 1.19 0.09
H 1.06 7.23 0.11 0.09
H 2.78 6.87 -0.12 0.09
H 1.19 4.84 -2.70 0.08
H 2.05 6.36 -2.41 0.09
H 0.29 6.28 -2.21 0.09
C -5.86 -3.32 0.05 -0.09
C -5.21 -2.32 -0.90 -0.27
N -4.28 -1.44 -0.23 -0.12
C -4.60 -0.03 -0.22 -0.22
C -5.61 0.36 0.86 -0.04
C -3.01 -1.88 0.05 -0.89
S -2.48 -3.35 -0.53 0.61
N -2.18 -1.05 0.66 -0.14
C -2.21 -0.51 1.86 -0.60
O -1.54 0.50 2.14 -0.34
C -3.04 -1.16 2.92 -0.14
C -3.23 -2.53 2.98 -0.02
C -4.04 -3.07 3.98 -0.08
C -4.65 -2.24 4.90 -0.09
C -4.45 -0.87 4.85 -0.08
C -3.63 -0.33 3.87 -0.04
H -6.60 -3.92 -0.48 0.07
H -6.35 -2.81 0.88 0.07
H -5.10 -3.98 0.46 0.04
H -5.97 -1.72 -1.39 0.11
H -4.66 -2.89 -1.66 0.06
H -5.00 0.25 -1.21 0.12
H -3.68 0.53 -0.05 0.06
H -6.55 -0.17 0.72 0.07
H -5.80 1.43 0.83 0.08
H -5.22 0.11 1.85 0.06
H -2.75 -3.17 2.27 0.08
H -4.18 -4.14 4.03 0.10
H -5.30 -2.66 5.66 0.10
H -4.93 -0.22 5.57 0.10
H -3.44 0.73 3.82 0.12
Cl 1.51 -2.07 6.05 0.70
C 2.52 -2.33 4.69 -0.67
C 2.01 -2.94 3.55 -0.08
C 2.85 -3.15 2.46 -0.01
C 4.18 -2.74 2.48 -0.19
C 5.06 -2.95 1.26 -0.29
C 5.25 -1.62 0.49 -0.07
N 4.01 -1.18 -0.09 -0.08
C 3.50 -1.55 -1.30 -0.06
C 2.30 -0.91 -1.42 -0.13
N 2.07 -0.16 -0.31 0.04
C 3.10 -0.35 0.47 -0.17
O 6.34 -3.44 1.61 -0.15
C 6.61 -4.76 1.18 -0.16
C 5.65 -5.76 1.75 -0.33
C 4.65 -6.38 1.06 -0.97
Cl 4.34 -6.26 -0.62 0.67
S 3.68 -7.41 2.06 1.00
C 4.63 -6.98 3.43 -0.40
C 5.62 -6.11 3.13 -0.13
C 4.65 -2.11 3.63 -0.58
Cl 6.28 -1.54 3.72 0.77
C 3.84 -1.91 4.73 -0.13
H 0.98 -3.25 3.51 0.11
H 2.44 -3.62 1.59 0.13
H 4.56 -3.66 0.59 0.12
H 5.98 -1.79 -0.31 0.14
H 5.64 -0.85 1.16 0.11
H 4.02 -2.22 -1.96 0.12
H 1.60 -0.93 -2.23 0.09
H 3.23 0.09 1.44 0.13
H 7.62 -4.97 1.53 0.14
H 6.60 -4.81 0.08 0.11
H 4.40 -7.42 4.38 0.06
H 6.32 -5.72 3.84 0.12
H 4.23 -1.42 5.61 0.10
```

Record 4
This record from the OMol25 dataset describes C44H56F2FeN3P3 as an isolated structure in a non-equilibrium geometry. The level of theory is the ωB97M-V functional and the def2-TZVPD basis.

## Properties
highest occupied orbital energy (alpha / beta)	-9.96 / -9.96	eV
HOMO-LUMO gap (alpha / beta)	8.05 / 5.59	eV
net charge	+1
multiplicity	6

Geometry as XYZ:
```
109
Properties=species:S:1:pos:R:3:mulliken_spin:R:1
Fe -0.61 -0.82 0.34 3.55
C 0.82 -3.46 2.61 0.01
C 0.29 -2.40 3.58 0.03
C 1.18 -2.35 4.81 0.00
P -0.04 -0.80 2.68 0.07
C -1.02 0.09 3.99 0.00
C -0.82 1.61 4.02 0.01
C -2.50 -0.26 3.79 0.00
C 1.57 0.09 2.58 0.05
C 2.29 0.41 3.72 -0.03
C 3.52 1.07 3.67 0.15
C 4.27 1.39 4.94 0.00
C 4.04 1.41 2.41 -0.06
C 3.35 1.12 1.26 0.20
C 2.08 0.48 1.30 0.10
N 1.34 0.30 0.17 0.51
C 1.96 0.51 -1.11 0.02
C 2.94 -0.37 -1.58 0.01
C 3.52 -0.19 -2.82 0.00
C 3.19 0.89 -3.62 0.02
C 3.88 1.14 -4.94 0.00
C 2.24 1.79 -3.14 -0.01
C 1.62 1.61 -1.91 -0.03
P 0.52 2.78 -1.04 0.04
C 1.75 4.08 -0.50 0.02
C 1.33 4.60 0.88 0.01
C 2.03 5.22 -1.47 0.00
C -0.70 3.46 -2.27 0.02
C -0.27 4.06 -3.62 0.00
C -1.61 4.43 -1.51 0.01
H 0.84 -4.44 3.08 0.00
H 1.85 -3.21 2.31 0.00
H 0.21 -3.52 1.71 0.02
H -0.72 -2.69 3.89 0.00
H 2.21 -2.09 4.55 0.00
H 1.19 -3.34 5.27 0.00
H 0.83 -1.65 5.57 0.00
H -0.69 -0.33 4.95 0.00
H -1.00 2.05 3.03 -0.01
H 0.18 1.89 4.35 0.00
H -1.54 2.05 4.71 0.00
H -2.90 0.25 2.92 0.00
H -3.08 0.04 4.67 0.00
H -2.65 -1.34 3.65 0.00
H 1.88 0.16 4.69 0.00
H 3.61 1.82 5.69 0.01
H 5.09 2.08 4.75 0.00
H 4.69 0.47 5.37 0.02
H 4.99 1.92 2.35 0.00
H 3.75 1.41 0.30 0.00
H 3.25 -1.20 -0.96 0.00
H 4.26 -0.90 -3.17 0.00
H 4.58 0.34 -5.18 0.00
H 4.44 2.08 -4.91 0.00
H 3.16 1.22 -5.76 0.00
H 2.01 2.66 -3.73 0.00
H 2.68 3.51 -0.38 0.01
H 0.41 5.19 0.82 0.00
H 2.11 5.23 1.31 0.00
H 1.15 3.76 1.57 0.00
H 1.15 5.85 -1.60 0.00
H 2.37 4.86 -2.44 0.00
H 2.82 5.86 -1.06 0.00
H -1.27 2.55 -2.50 0.01
H 0.36 4.94 -3.50 0.00
H -1.17 4.38 -4.15 0.00
H 0.24 3.34 -4.25 0.00
H -1.09 5.37 -1.31 0.00
H -1.93 4.02 -0.55 0.00
H -2.50 4.66 -2.11 0.00
N -1.24 -3.48 -1.68 0.00
P -2.19 -2.32 -0.89 0.15
C -3.73 -3.21 -0.49 0.01
C -4.48 -3.85 -1.47 0.00
C -5.69 -4.45 -1.14 0.00
C -6.15 -4.40 0.18 0.00
C -5.41 -3.76 1.15 0.00
C -4.19 -3.16 0.82 0.00
C -2.72 -1.25 -2.29 0.00
C -3.99 -0.68 -2.35 0.01
C -4.28 0.25 -3.34 0.00
C -3.32 0.62 -4.27 0.00
C -2.05 0.06 -4.21 0.01
C -1.75 -0.86 -3.22 -0.01
C 0.09 -3.63 -1.31 0.02
C 0.86 -4.67 -1.84 0.00
C 2.15 -4.82 -1.39 0.00
C 2.64 -3.97 -0.40 0.00
C 1.81 -2.98 0.06 0.02
N 0.57 -2.77 -0.40 -0.03
H -1.62 -4.13 -2.34 0.00
H -4.15 -3.87 -2.51 0.00
H -6.28 -4.94 -1.90 0.00
H -7.10 -4.85 0.43 0.00
H -5.77 -3.71 2.17 0.00
H -3.61 -2.64 1.57 0.00
H -4.74 -0.95 -1.63 0.00
H -5.28 0.68 -3.39 0.00
H -3.55 1.35 -5.04 0.00
H -1.29 0.34 -4.93 0.00
H -0.75 -1.29 -3.16 -0.01
H 0.44 -5.34 -2.57 0.00
H 2.78 -5.62 -1.79 0.00
H 3.64 -4.09 0.00 0.00
H 2.14 -2.30 0.84 -0.01
F -1.84 1.59 1.22 0.00
C -2.09 0.74 0.12 0.07
F -3.11 -0.14 0.72 0.02
H -2.67 1.32 -0.59 -0.01
```